16
Properties=species:S:1:pos:R:3 method="wB97M-V/def2-TZVPD" e_above_lowest_kcal_mol=45.7 e_lumo_ev=0.756 homo_ev=-9.01 gap_ha=0.3588
C -2.209 -0.048 -0.533
N -0.927 0.629 -0.486
C 0.148 -0.241 0.036
C 0.254 -0.071 1.599
O -0.086 0.968 2.090
C 1.400 0.143 -0.776
S 2.812 -0.834 -0.055
H -2.511 -0.604 0.367
H -2.985 0.660 -0.821
H -2.216 -0.825 -1.306
H -0.944 1.436 0.113
H 0.048 -1.289 -0.265
H 0.622 -1.006 2.049
H 1.259 -0.233 -1.782
H 1.718 1.171 -0.634
H 3.619 0.144 0.404

---

16
Properties=species:S:1:pos:R:3 method="wB97M-V/def2-TZVPD" e_above_lowest_kcal_mol=147.1 e_lumo_ev="-0.356 / -0.770" homo_ev="-8.24 / -8.87" gap_ha="0.2898 / 0.2975"
C -0.232 -1.034 0.879
C -1.439 -0.240 1.218
C -0.409 -0.548 2.268
C 0.161 -1.043 -1.824
N 1.497 1.819 -1.080
O 2.197 -1.199 -0.107
S 0.934 -0.511 -0.256
H -1.533 0.771 0.850
H -2.379 -0.773 1.261
H -0.645 -1.280 3.026
H 0.224 0.249 2.632
H 0.451 -2.070 -2.020
H -0.913 -0.950 -1.718
H 0.524 -0.381 -2.601
H 2.488 1.627 -1.198
H 1.406 2.307 -0.194

---

16
Properties=species:S:1:pos:R:3 method="wB97M-V/def2-TZVPD" e_above_lowest_kcal_mol=57.2 e_lumo_ev=0.594 homo_ev=-8.47 gap_ha=0.3333
C 0.665 -0.171 1.390
N 0.385 0.030 -0.023
C 1.611 -0.046 -0.720
C -0.716 -0.552 -0.644
C -2.013 0.231 -0.115
O -1.975 1.518 -0.040
S -3.318 -0.563 0.357
H 1.166 -1.132 1.586
H 1.303 0.618 1.792
H -0.283 -0.137 2.008
H 2.155 -0.952 -0.864
H 1.491 0.333 -1.793
H 2.233 0.884 -0.390
H -0.623 -0.276 -1.808
H -0.963 -1.640 -0.669
H -1.116 1.856 -0.067

---

16
Properties=species:S:1:pos:R:3 method="wB97M-V/def2-TZVPD" e_above_lowest_kcal_mol=79.7 e_lumo_ev=0.761 homo_ev=-9.23 gap_ha=0.3673
C -1.793 0.664 -0.895
C -0.522 0.570 -1.291
C 0.737 -0.227 -0.031
C 0.336 0.951 -2.472
N 0.326 -0.180 1.243
O 1.717 -0.788 -0.422
Si 0.589 -1.322 2.637
H -2.578 0.909 -1.566
H -2.034 0.353 0.214
H 0.741 1.990 -2.286
H -0.133 0.924 -3.433
H 1.228 0.376 -2.367
H -0.511 0.359 1.360
H -0.449 -2.287 2.392
H 1.977 -1.724 2.941
H 0.369 -0.566 3.978